[1]
C40H62F17N7O9S | wB97M-V/def2-TZVPD

orbital gap: 8.962 eV
M: 1140.0 g/mol
SMILES string: N#C[C@H](C(F)(F)C(F)(F)C(F)(F)C(F)(F)C(F)(F)C(F)(F)C(F)(F)C(F)(F)F)[C@@](C#N)(CCCCSc1nnco1)CCCC(=O)O.COCCNCCOC.COCCNCCOC.COCCNCCOC
energy: -4717.54307 Eh

Last column: Mulliken charge in e.
Geometry (Å):
N  5.39831  -1.55202  1.18753  -0.609
C  4.49849  -0.98643  0.76891  -0.614
C  3.32161  -0.28182  0.22499  0.306
C  3.80370  0.86982  -0.73942  2.914
C  4.54778  1.80406  0.13862  -1.138
N  5.13854  2.49942  0.82969  -0.563
C  4.83123  0.30157  -1.76875  -0.997
C  4.94291  1.02041  -3.11333  -1.602
C  5.27519  2.51225  -3.10712  0.208
C  6.61001  2.86216  -2.45502  -0.879
S  6.88847  4.65889  -2.38227  -0.204
C  6.31771  5.04306  -0.78752  0.346
N  7.06225  5.27222  0.24679  -0.243
N  6.20733  5.60387  1.28485  -0.440
C  5.01460  5.54286  0.79666  -0.020
O  4.98888  5.21011  -0.51204  -0.047
C  2.59384  1.63527  -1.35579  -0.946
C  2.39543  3.07051  -0.85342  0.023
C  1.19847  3.71937  -1.60234  -0.544
C  1.77734  4.37122  -2.83394  0.422
O  1.89427  3.81781  -3.89170  -0.548
O  2.22377  5.64636  -2.61691  -0.515
C  2.35697  -1.33265  -0.41853  0.998
F  2.24307  -1.17943  -1.76136  -0.352
F  2.83423  -2.57668  -0.21370  -0.328
C  0.92587  -1.31112  0.22030  0.239
F  1.00648  -2.00328  1.37359  -0.165
F  0.55428  -0.05398  0.53902  -0.261
C  -0.19619  -2.01127  -0.61713  0.592
F  -1.23774  -2.19249  0.22092  -0.302
F  0.27027  -3.22072  -0.95778  -0.307
C  -0.71395  -1.28773  -1.92177  0.670
F  -0.24155  -1.95982  -2.98103  -0.326
F  -0.26439  -0.02158  -2.00468  -0.157
C  -2.26648  -1.26289  -2.08280  0.155
F  -2.71903  -2.51553  -1.93634  -0.225
F  -2.50594  -0.88091  -3.34808  -0.316
C  -3.03562  -0.29738  -1.09501  0.792
F  -3.96731  -1.00426  -0.44758  -0.309
F  -2.17146  0.21140  -0.18675  -0.330
C  -3.71323  0.91448  -1.78929  0.488
F  -2.80826  1.55773  -2.54850  -0.223
F  -4.71179  0.46256  -2.56155  -0.306
C  -4.29887  1.95862  -0.78323  0.676
F  -4.83038  1.37396  0.28327  -0.266
F  -5.23919  2.66701  -1.40261  -0.244
F  -3.33910  2.79109  -0.38186  -0.209
H  2.83741  0.18542  1.08812  0.902
H  4.60092  -0.74608  -1.97709  0.492
H  5.81252  0.28589  -1.28454  0.488
H  4.03345  0.85347  -3.69786  0.402
H  5.73713  0.50160  -3.66456  0.596
H  5.33723  2.81978  -4.15639  0.634
H  4.45784  3.09995  -2.68174  -0.418
H  7.42529  2.50784  -3.09310  0.490
H  6.74658  2.43042  -1.46324  0.334
H  4.08998  5.72505  1.32560  0.434
H  2.63924  1.62640  -2.44362  0.348
H  1.68055  1.11933  -1.09299  -0.457
H  3.28029  3.67672  -1.05432  -0.254
H  2.18361  3.07460  0.21735  0.848
H  0.69576  4.45497  -0.97662  0.457
H  0.50624  2.95098  -1.94901  0.000
H  3.14385  5.72800  -2.90684  0.370
C  -7.70491  9.53012  -3.88960  -0.690
O  -8.35373  8.42711  -3.29283  -0.345
C  -8.10490  7.17285  -3.91157  -0.825
C  -7.21768  6.28877  -3.06167  -0.147
N  -5.85743  6.80111  -2.99110  -0.310
C  -4.99970  6.15591  -2.00285  -0.665
C  -5.41237  6.17620  -0.53517  -0.359
O  -5.33773  7.44316  0.08582  -0.468
C  -6.43813  8.30076  -0.14401  -0.539
H  -8.16052  10.43135  -3.48279  0.236
H  -6.63199  9.55736  -3.66809  0.291
H  -7.83673  9.52995  -4.97568  0.335
H  -7.67432  7.31370  -4.90803  0.417
H  -9.07125  6.67555  -4.03072  0.388
H  -7.19523  5.29029  -3.51046  0.331
H  -7.69428  6.19942  -2.07604  0.170
H  -5.88628  7.79445  -2.80322  0.139
H  -4.01737  6.62997  -2.07197  0.343
H  -4.86711  5.11081  -2.30112  0.309
H  -4.69892  5.54699  0.00392  0.278
H  -6.40379  5.73313  -0.37528  0.348
H  -7.37761  7.74443  -0.20700  0.268
H  -6.31364  8.89590  -1.05330  0.173
H  -6.49578  8.98846  0.69928  0.298
C  3.05969  -5.28804  7.47576  -0.689
O  3.48056  -5.37099  6.13062  -0.358
C  2.43587  -5.36352  5.16936  -0.894
C  2.38346  -4.06103  4.40006  0.583
N  1.94659  -2.95508  5.23984  -0.357
C  2.09781  -1.63344  4.64240  -0.644
C  3.48853  -1.17012  4.22001  0.137
O  4.36394  -0.87321  5.28546  -0.513
C  5.01481  -1.98771  5.86399  -0.570
H  3.91588  -5.54322  8.09787  0.246
H  2.72366  -4.28162  7.74992  0.286
H  2.25102  -5.99489  7.68447  0.329
H  1.47254  -5.57348  5.64552  0.437
H  2.64390  -6.17110  4.46182  0.349
H  1.67119  -4.17699  3.57538  -0.160
H  3.37692  -3.89982  3.96007  0.119
H  2.44810  -2.98187  6.11769  0.170
H  1.71439  -0.90372  5.36002  0.367
H  1.44285  -1.58765  3.76606  0.129
H  3.35579  -0.22064  3.68845  0.257
H  3.96841  -1.85891  3.51554  0.032
H  5.25211  -2.74914  5.11585  0.261
H  4.42059  -2.44091  6.66327  0.187
H  5.94513  -1.62803  6.30219  0.318
C  -0.29998  -5.68654  1.44152  0.155
O  -1.67686  -5.98317  1.33747  -0.436
C  -2.24925  -5.75531  0.05685  -0.450
C  -2.57439  -7.04937  -0.65694  -0.206
N  -1.36796  -7.75982  -1.05287  -0.260
C  -1.57385  -9.12528  -1.52537  -0.730
C  -2.23106  -10.13787  -0.59385  -0.459
O  -1.43808  -10.53120  0.50817  -0.429
C  -1.44103  -9.64582  1.60986  -0.484
H  -0.05558  -5.66418  2.50306  0.068
H  0.33159  -6.44269  0.96124  0.290
H  -0.07125  -4.71020  1.01035  -0.221
H  -1.59054  -5.13094  -0.55477  0.055
H  -3.18157  -5.20565  0.21494  0.385
H  -3.15360  -6.81111  -1.55508  0.371
H  -3.22057  -7.63691  0.00919  0.176
H  -0.72077  -7.77517  -0.27596  0.053
H  -0.59406  -9.52309  -1.80012  0.377
H  -2.16551  -9.08006  -2.44616  0.397
H  -2.39148  -11.04859  -1.17591  0.355
H  -3.21901  -9.80684  -0.24922  0.335
H  -2.41688  -9.17041  1.74391  0.266
H  -0.67531  -8.86990  1.51704  0.123
H  -1.21402  -10.23298  2.49939  0.311

Cartesian forces, eV/Å:
0.4 -0.2 0.2
-0.6 0.2 -0.3
0.4 0.1 0.0
0.1 0.1 0.0
-0.2 -0.5 -0.3
0.2 0.2 0.2
0.2 0.0 0.0
0.2 -0.2 -0.1
0.0 -0.1 -0.2
-0.1 -0.1 -0.2
0.0 0.1 -0.1
0.4 0.0 0.5
-0.4 0.0 -0.3
-0.5 0.0 -0.2
0.5 0.1 0.3
0.1 0.1 0.0
-0.2 0.1 0.3
-0.4 0.0 -0.5
0.2 0.0 -0.2
-0.1 0.1 -0.2
0.2 -0.1 0.1
0.2 -0.3 0.7
0.0 0.0 0.2
-0.1 0.2 0.1
0.0 0.0 -0.1
0.0 -0.1 0.0
0.0 0.1 0.0
0.0 0.0 -0.1
0.0 0.2 0.0
0.0 0.1 0.0
0.0 0.0 -0.1
0.0 -0.2 -0.1
0.0 0.0 0.0
0.1 0.1 0.1
0.0 0.1 0.1
0.0 0.0 0.0
0.0 0.0 0.0
0.1 0.0 0.0
0.0 0.0 0.0
0.0 0.0 0.0
0.0 -0.1 0.0
-0.1 0.0 0.0
0.0 0.0 0.0
0.1 0.1 -0.1
-0.1 0.0 0.0
0.0 0.0 0.0
0.0 0.0 0.0
-0.2 -0.1 -0.1
-0.1 0.1 0.0
-0.1 0.0 0.0
0.1 0.1 0.0
-0.1 0.0 0.0
-0.1 0.1 0.1
0.1 0.0 0.1
0.0 -0.1 0.2
0.0 0.1 0.0
0.1 -0.1 -0.2
0.1 0.0 0.1
-0.1 -0.2 -0.1
0.0 -0.1 0.4
0.2 0.0 0.0
0.0 0.0 -0.1
-0.1 0.1 0.2
-0.2 0.1 -0.5
-0.1 0.0 0.0
0.1 0.0 0.0
-0.1 -0.1 -0.1
0.1 0.1 0.0
-0.1 0.1 0.1
0.1 0.0 -0.2
0.1 -0.2 0.1
0.0 0.1 0.0
0.1 0.0 0.1
0.0 0.0 0.0
0.0 0.0 -0.1
0.0 0.0 0.0
0.1 0.0 0.0
0.0 0.0 0.0
0.0 0.0 0.0
0.0 0.0 0.0
0.0 0.0 0.0
0.0 0.0 0.0
0.0 0.0 0.0
0.0 0.0 0.0
0.0 0.1 -0.1
0.0 0.0 0.0
-0.1 0.0 0.0
0.0 0.0 0.0
0.1 0.0 0.0
0.0 0.1 0.1
0.0 -0.1 -0.1
0.0 0.1 0.1
0.2 0.0 0.0
-0.1 0.0 0.1
0.0 0.2 -0.1
0.0 -0.1 0.1
0.1 0.1 0.0
0.0 0.0 0.0
-0.1 0.0 0.0
0.0 0.0 0.0
0.0 0.1 0.0
0.0 0.0 0.0
0.0 0.0 0.0
0.0 0.0 0.0
0.0 0.0 0.0
0.0 0.0 0.0
0.0 0.0 0.0
0.0 0.0 0.0
0.0 -0.1 0.1
0.0 0.0 0.0
0.0 -0.1 0.0
0.0 0.0 0.0
-0.1 0.0 0.1
0.1 0.0 0.0
-0.1 0.1 0.0
0.1 -0.1 0.0
0.0 0.0 0.2
0.1 0.1 -0.1
-0.1 -0.1 -0.1
0.0 0.1 0.0
0.0 -0.1 0.0
0.0 0.0 0.0
0.0 0.0 -0.1
0.0 0.0 0.0
0.0 -0.1 0.0
0.0 0.0 0.0
0.0 0.0 0.0
-0.1 0.0 0.0
0.0 0.0 0.0
0.0 0.0 0.0
0.0 0.0 0.0
0.0 0.0 0.0
0.0 0.1 0.0
0.0 0.0 0.0
-0.1 0.1 0.0
0.0 0.0 0.0

---

[2]
C40H62N10 | wB97M-V/def2-TZVPD

orbital gap: 8.348 eV
ΔE to the lowest compared entry with this formula, charge and spin: 0.0 kcal/mol
M: 683.0 g/mol
SMILES string: c1cc[nH]c1.c1cc[nH]c1.c1cc[nH]c1.c1cc[nH]c1.CCCC#N.CCCC#N.CCCC#N.CCCC#N.CCCC#N.CCCC#N
energy: -2108.85567 Eh

Last column: Mulliken charge in e.
Geometry (Å):
C  1.46102  1.43239  -4.47893  -1.009
C  0.26189  1.72307  -5.36112  -0.245
C  0.28954  3.13691  -5.93651  -0.282
C  1.44083  3.33790  -6.81177  0.222
N  2.34531  3.50127  -7.49698  -0.430
H  2.39071  1.70135  -4.98960  0.467
H  1.55669  0.36568  -4.27741  0.229
H  1.43239  1.97267  -3.53357  0.202
H  -0.66328  1.62962  -4.78655  0.102
H  0.21721  0.98430  -6.16323  0.340
H  0.40551  3.81968  -5.08941  0.110
H  -0.65111  3.37352  -6.42762  0.332
C  -5.47761  3.85876  -4.78454  -1.161
C  -5.63105  2.35822  -4.68937  -0.502
C  -5.34882  1.79790  -3.29354  -0.015
C  -4.05634  2.27525  -2.80198  0.219
N  -3.04552  2.64849  -2.40542  -0.423
H  -6.15208  4.32479  -4.05719  0.293
H  -5.86185  4.21045  -5.74534  0.367
H  -4.46726  4.24535  -4.68058  0.313
H  -5.01180  1.86369  -5.44226  0.307
H  -6.66249  2.14302  -4.97648  0.313
H  -5.35672  0.71091  -3.28991  0.050
H  -6.08540  2.20568  -2.59725  0.301
C  4.21756  0.29339  3.38316  -0.947
C  4.82439  -0.01760  4.73015  -0.364
C  6.21517  -0.65562  4.57253  -0.293
C  7.15731  0.18618  3.81323  0.156
N  7.88989  0.84041  3.22271  -0.464
H  3.22770  0.75040  3.39883  0.287
H  4.17775  -0.61907  2.78006  0.035
H  4.82004  0.99548  2.79718  0.652
H  4.22287  -0.77053  5.24099  0.180
H  4.89660  0.84551  5.39255  0.380
H  6.11063  -1.56680  3.97650  0.023
H  6.69112  -0.85183  5.53228  0.411
C  4.67061  -2.34647  0.28000  -1.345
C  4.17955  -3.36586  1.28808  1.015
C  4.41746  -4.82831  0.87887  -0.549
C  3.73744  -5.16627  -0.37281  0.179
N  3.20004  -5.46042  -1.34453  -0.518
H  4.53126  -2.62044  -0.76517  0.405
H  5.68201  -1.98328  0.46433  0.372
H  4.04772  -1.44808  0.38597  0.189
H  3.09683  -3.27748  1.44508  -0.571
H  4.53989  -3.23265  2.30937  0.244
H  4.03732  -5.50293  1.64541  0.307
H  5.48415  -4.98857  0.69938  0.361
C  -0.16517  4.98285  -0.92089  -0.702
C  -0.51829  5.81323  0.31152  -0.427
C  0.09553  5.62158  1.71391  -0.361
C  0.60604  4.28960  2.03384  0.293
N  1.02720  3.27848  2.37589  -0.541
H  0.91977  4.86564  -0.98318  0.312
H  -0.61297  5.43908  -1.79534  0.414
H  -0.55525  3.97186  -0.77452  -0.071
H  -1.59524  5.75838  0.48322  0.065
H  -0.34071  6.87525  0.10975  0.386
H  -0.67970  5.82548  2.45007  0.211
H  0.95616  6.27839  1.84540  0.429
C  -4.52008  -3.62811  -0.96174  -1.211
C  -4.63308  -2.22304  -1.54295  -0.649
C  -3.36847  -1.36931  -1.41155  0.727
C  -3.01738  -1.06312  -0.02697  0.065
N  -2.76125  -0.85475  1.07516  -0.541
H  -5.49092  -4.11473  -1.09163  0.418
H  -4.19978  -3.67504  0.07282  0.189
H  -3.85544  -4.25627  -1.56270  0.343
H  -5.46367  -1.70640  -1.05472  0.346
H  -4.87905  -2.29803  -2.60333  0.425
H  -3.46500  -0.42108  -1.94263  -0.372
H  -2.52023  -1.90471  -1.84738  0.293
N  0.96585  -3.88370  3.00640  0.200
C  1.81730  -4.54049  3.84291  -0.683
C  2.50015  -3.60274  4.57342  -0.951
C  2.02720  -2.33387  4.15321  -0.557
C  1.11817  -2.54078  3.15254  -0.828
H  0.26164  -4.30568  2.42193  0.530
H  1.95043  -5.60973  3.85890  0.455
H  3.24004  -3.79202  5.33417  0.451
H  2.26060  -1.38279  4.59892  0.728
H  0.43546  -1.91583  2.59967  0.713
N  -2.35951  2.39549  2.32908  0.237
C  -2.49899  3.07447  3.51451  -0.690
C  -3.24697  4.19391  3.26080  -0.639
C  -3.44484  4.27166  1.85151  -0.733
C  -2.84039  3.16093  1.31758  -0.384
H  -1.85921  1.52843  2.22178  0.133
H  -2.33652  2.53948  4.43594  0.421
H  -3.62809  4.91060  3.96976  0.431
H  -4.02293  4.97107  1.27104  0.515
H  -2.75960  2.84276  0.28896  0.716
N  0.47635  1.06253  0.05977  0.656
C  0.07966  0.74064  -1.20516  -0.817
C  0.43449  -0.56211  -1.41712  -1.350
C  1.12926  -1.01762  -0.26125  -0.181
C  1.15101  0.03138  0.61986  -1.182
H  0.23550  1.89254  0.57354  -0.104
H  -0.50387  1.39723  -1.82956  0.658
H  0.18364  -1.15704  -2.28200  0.670
H  1.53803  -2.00479  -0.12179  0.846
H  1.62922  0.14488  1.57902  0.682
N  -0.21257  -6.01986  0.49823  0.130
C  0.07609  -4.77900  -0.01281  -1.058
C  -0.91230  -3.93399  0.43713  0.337
C  -1.80985  -4.68128  1.22287  -0.467
C  -1.36750  -5.98450  1.21897  -0.842
H  0.40909  -6.80273  0.39735  0.226
H  0.97682  -4.61802  -0.57874  0.558
H  -0.98878  -2.90077  0.13374  0.004
H  -2.70228  -4.25896  1.65242  0.460
H  -1.76990  -6.84503  1.72292  0.427

Cartesian forces, eV/Å:
0.5 -0.2 -0.2
-0.2 -0.3 0.1
0.2 -0.1 0.6
-0.3 0.2 -0.2
0.2 0.0 -0.1
-0.1 0.1 0.0
-0.2 0.0 0.2
-0.1 0.0 0.0
0.0 -0.1 0.0
-0.1 0.1 -0.1
-0.1 0.2 -0.1
0.1 0.1 -0.3
-0.7 0.5 -0.2
0.0 -0.1 -0.6
0.1 0.6 -0.2
0.2 -0.2 0.1
0.1 0.0 0.0
0.4 0.1 0.2
0.2 -0.1 -0.1
0.1 -0.1 0.2
0.1 0.0 0.2
0.0 -0.3 0.2
-0.1 -0.1 0.2
-0.1 -0.3 0.0
0.1 0.3 -0.8
0.3 -0.2 0.2
0.2 0.4 -0.5
-0.3 -0.1 0.3
0.2 0.1 -0.1
-0.1 -0.2 0.3
-0.2 0.0 0.1
0.2 0.0 0.2
-0.1 0.1 0.1
-0.1 0.1 -0.1
0.1 -0.2 0.3
-0.1 -0.3 0.0
-0.5 1.2 0.4
-0.9 -0.7 0.1
0.3 0.4 -0.2
0.0 -0.1 0.0
0.0 0.0 0.0
0.2 -0.4 0.0
0.2 -0.4 -0.2
0.1 -0.1 0.0
0.0 0.2 -0.3
0.5 0.1 -0.2
0.2 -0.1 0.1
0.0 -0.2 0.2
0.5 -0.5 1.5
-0.9 1.1 0.1
0.5 -0.7 -0.5
-0.2 0.0 0.1
0.0 -0.3 -0.2
0.0 0.2 -0.5
0.1 -0.1 -0.2
-0.1 0.0 -0.3
0.0 -0.1 -0.3
0.0 -0.1 -0.2
0.1 0.2 0.1
-0.1 0.2 0.1
-0.3 -0.4 -0.9
-0.1 0.1 0.3
0.2 -0.2 -0.1
0.0 0.0 0.4
0.0 0.1 -0.2
0.0 0.0 0.4
-0.1 0.1 0.1
0.3 0.2 0.2
0.0 0.1 -0.1
0.0 0.0 0.0
0.0 0.0 0.0
0.0 0.1 0.0
0.3 -0.5 -0.1
0.3 -0.2 0.2
0.0 0.2 0.0
0.2 0.4 0.2
-0.9 -0.2 0.2
0.1 0.0 -0.1
-0.3 0.0 -0.1
0.0 -0.1 0.0
0.1 0.1 -0.2
0.2 0.3 0.1
0.8 0.5 0.3
-1.0 -0.9 0.1
0.0 0.7 -0.3
0.2 -0.4 0.0
-0.4 -0.3 -0.6
-0.1 0.0 -0.1
0.3 0.3 0.1
0.1 -0.1 0.2
0.1 0.2 0.2
0.0 0.0 0.0
0.0 0.7 -0.1
-0.7 -0.3 0.1
0.1 -0.4 -0.1
-0.1 0.0 -0.3
0.2 -0.5 0.3
0.2 0.3 -0.1
0.0 0.2 0.1
0.2 0.1 -0.1
0.1 0.0 0.1
-0.1 -0.1 0.1
0.5 0.0 -0.3
-0.3 -0.2 0.5
0.5 0.4 -1.0
-0.3 0.0 -0.2
-0.2 0.3 0.6
-0.2 -0.1 0.0
-0.1 0.0 -0.1
0.0 0.1 0.3
0.0 -0.3 0.2
0.1 -0.1 -0.1